ORCA calculation (ωB97M-V with the def2-TZVPD basis set) on C42H53F5O18S5 as an isolated structure at a distorted geometry.

Structure (XYZ):
```
123
Properties=species:S:1:pos:R:3:lowdin_charge:R:1
F -4.6996 0.0739 4.8861 0.0630
C -4.7313 -0.9728 4.0524 -0.3084
C -4.4162 -0.7585 2.7321 0.0011
C -4.4813 -1.8203 1.8170 -0.0731
C -4.8446 -3.0806 2.2707 -0.1145
C -5.0898 -3.2378 3.5995 -0.1030
C -5.0407 -2.2131 4.5652 0.0009
H -4.1636 0.2488 2.4129 0.1058
H -4.1812 -1.7606 0.7951 0.0994
H -4.8360 -3.9393 1.5955 0.1067
H -5.4311 -4.2176 3.8562 0.0964
H -5.3291 -2.2149 5.6572 0.1413
F -0.1081 -4.8280 0.0130 0.0465
C -0.9387 -4.4492 -0.9880 -0.2701
C -2.2715 -4.7429 -0.9397 -0.0371
C -3.0669 -4.3505 -1.9886 -0.0676
C -2.5517 -3.6208 -3.0880 -0.0732
C -1.2092 -3.3139 -3.1239 -0.0742
C -0.3583 -3.7662 -2.0897 -0.0002
H -2.6899 -5.2765 -0.1065 0.1144
H -4.1372 -4.6289 -1.9955 0.1163
H -3.2143 -3.2926 -3.8203 0.0734
H -0.7695 -2.8168 -3.9644 0.0922
H 0.7011 -3.5107 -2.1041 0.0959
F 2.6532 2.7193 1.4710 0.0776
C 3.8187 3.0670 0.9477 -0.3065
C 3.8304 4.0829 0.0174 0.0021
C 5.1061 4.4522 -0.4807 -0.0721
C 6.2766 3.7977 -0.0837 -0.0703
C 6.1229 2.6926 0.7719 -0.0885
C 4.9300 2.3214 1.2999 -0.0371
H 2.8649 4.5136 -0.2111 0.1192
H 5.1251 5.3273 -1.1371 0.1052
H 7.2144 4.1902 -0.4164 0.0944
H 6.9412 2.0954 1.0314 0.0922
H 4.7869 1.5591 2.0697 0.1108
F 2.2535 -1.2767 -2.2378 0.0543
C 2.7627 -1.2785 -3.4739 -0.2959
C 3.0504 -0.0694 -4.0488 -0.0246
C 3.7190 -0.1401 -5.2641 -0.0840
C 4.1029 -1.3129 -5.9479 -0.0550
C 3.7463 -2.5042 -5.2619 -0.0976
C 3.0418 -2.5255 -4.0945 -0.0140
H 2.7485 0.8957 -3.6256 0.1271
H 3.9723 0.7782 -5.7688 0.0998
H 4.6170 -1.3563 -6.9071 0.1044
H 3.9019 -3.4039 -5.8222 0.0975
H 2.6581 -3.4251 -3.6427 0.1072
F -0.0020 0.4205 -3.8235 0.0493
C -1.3597 0.3136 -3.9007 -0.2877
C -1.9254 -0.3622 -4.9163 -0.0427
C -3.3434 -0.5409 -5.0035 -0.0716
C -4.1983 -0.0192 -4.0172 -0.0594
C -3.5636 0.7382 -2.9859 -0.0503
C -2.1732 0.9080 -2.9383 -0.0086
H -1.2429 -0.7721 -5.6367 0.1149
H -3.6293 -1.1194 -5.8814 0.1031
H -5.2744 -0.2123 -4.0694 0.1045
H -4.1554 1.1323 -2.1951 0.0890
H -1.7483 1.5200 -2.1493 0.0937
C -2.6929 2.8956 4.4515 -0.1065
C -2.9457 4.3584 4.9283 -0.1408
O -2.7276 5.1177 3.7456 -0.1906
S -2.9364 4.2063 2.4700 0.5884
O -1.6103 4.0972 1.8885 -0.2449
O -4.0461 4.6818 1.6566 -0.2512
O -3.4203 2.9045 3.1687 -0.1980
H -3.1590 2.1531 5.1113 0.1287
H -1.6269 2.6278 4.3788 0.1317
H -2.2010 4.6808 5.6431 0.1297
H -3.9259 4.6220 5.3098 0.1307
C 0.0109 -0.7281 -0.3823 -0.1302
C 0.7672 0.6483 -0.2008 -0.0717
O -0.3823 1.5723 -0.0449 -0.2016
S -1.5153 0.8796 0.7598 0.5338
O -2.7603 1.3179 0.1910 -0.2299
O -1.2241 1.0207 2.1799 -0.2363
O -1.2128 -0.5542 0.3210 -0.1967
H 0.5788 -1.5853 0.0009 0.1176
H -0.3427 -0.8538 -1.3858 0.0975
H 1.3125 0.9565 -1.0675 0.1178
H 1.3190 0.6790 0.7280 0.0828
C -2.8436 4.5928 -2.0875 -0.0826
C -4.1340 5.5065 -2.1968 -0.1556
O -4.5591 5.4760 -3.5625 -0.1955
S -3.1930 5.5408 -4.4619 0.6399
O -2.6329 6.8766 -4.3616 -0.2443
O -3.3685 4.7752 -5.6550 -0.2226
O -2.3321 4.6800 -3.4560 -0.2434
H -3.0970 3.5847 -1.8086 0.0943
H -1.9287 4.9842 -1.5496 0.1555
H -3.8749 6.5221 -1.8936 0.1260
H -4.9452 5.1309 -1.6269 0.1166
O 0.7928 0.3721 6.0453 -0.2624
S 1.1783 -0.4585 4.9646 0.4919
O 2.0880 -1.5305 5.1973 -0.2694
O -0.1345 -1.0064 4.3699 -0.2520
C -0.0198 -2.0730 3.3899 -0.1840
C -1.4375 -2.8176 3.1412 -0.0130
C 1.6925 0.5718 3.6965 -0.1470
H 0.5855 -2.8744 3.7849 0.0994
H 0.3758 -1.6810 2.4229 0.1103
H -1.1333 -3.8312 2.8761 0.0724
H -1.8917 -2.3527 2.2696 0.0387
H -2.1218 -2.7219 3.9694 0.0666
H 2.2336 0.0752 2.8610 0.0545
H 2.5325 1.1738 4.1027 0.0933
H 0.7651 1.1333 3.4615 0.0701
O 2.9151 -1.1027 0.8283 -0.2847
S 4.3261 -1.3809 1.0274 0.5127
O 4.9644 -0.7618 2.1340 -0.2670
O 4.4944 -2.9060 1.0559 -0.2350
C 5.6176 -3.4745 1.8117 -0.2001
C 5.3326 -4.9663 1.9919 -0.0698
C 5.0870 -0.8493 -0.3737 -0.1224
H 5.7102 -2.9606 2.7965 0.1366
H 6.4567 -3.4878 1.1147 0.1227
H 6.2936 -5.4113 2.1916 0.0725
H 4.9756 -5.4508 1.1014 0.0711
H 4.6012 -5.2649 2.7823 0.0975
H 6.1564 -0.8515 -0.2270 0.0870
H 4.7626 0.1908 -0.4686 0.0778
H 4.6811 -1.3859 -1.2217 0.0706
```

The energy comes out at -149026.767 eV. Its LUMO energy is 0.004 hartree.

---

ORCA calculation (ωB97M-V with the def2-TZVPD basis set) on a 2-piece molecular cluster, C42H55N3O5 overall at a distorted geometry.

Structure (XYZ):
```
105
Properties=species:S:1:pos:R:3:lowdin_charge:R:1
C 8.2726 2.4251 -1.4949 -0.0757
C 6.8827 2.0109 -1.9057 -0.2206
O 6.0741 1.8058 -0.7215 0.0007
C 5.0021 1.0113 -0.9318 -0.4532
C 4.1596 0.8108 0.2708 0.0184
C 3.8060 1.7968 1.0798 0.0270
C 2.9507 1.5490 2.2540 -0.4800
O 2.3093 0.5158 2.4240 0.0785
O 2.9243 2.5853 3.1242 -0.0138
C 2.2490 2.2907 4.3775 -0.2163
C 2.2087 3.5617 5.1899 -0.0737
O 4.7376 0.4885 -2.0043 0.1041
H 8.8547 2.6462 -2.3931 0.0794
H 8.2679 3.3181 -0.8611 0.0793
H 8.7792 1.6108 -0.9653 0.0812
H 6.4036 2.7954 -2.5072 0.1319
H 6.9200 1.0840 -2.4886 0.1216
H 3.7215 -0.1712 0.3741 0.0966
H 4.2948 2.7734 1.0585 0.1326
H 1.2330 1.9319 4.1622 0.1185
H 2.8090 1.5102 4.9140 0.1321
H 1.7189 3.3596 6.1459 0.0799
H 3.2149 3.9410 5.4012 0.0813
H 1.6368 4.3477 4.6831 0.0726
C -0.9174 6.3564 1.9555 -0.0622
O -1.7667 5.6919 0.9950 -0.0958
C -1.4257 4.4484 0.5666 -0.2709
C -0.2700 3.7567 1.0012 -0.0059
C -0.1259 2.4185 0.6770 -0.0103
C -1.0951 1.7372 -0.0943 -0.1567
C -0.9361 0.3337 -0.3536 -0.1276
N -2.0128 -0.5318 -0.4733 0.0249
C -3.3773 -0.3338 -0.0710 -0.0847
C -4.3978 -0.6537 -0.9829 -0.1257
C -4.1294 -1.2500 -2.3694 -0.3897
C -4.5389 -0.2784 -3.4740 -0.0590
C -4.7990 -2.6128 -2.5397 -0.0596
C -5.7196 -0.3653 -0.6378 -0.0305
C -6.0251 0.1792 0.6089 -0.0549
C -5.0164 0.4041 1.5449 -0.0258
C -3.6840 0.1301 1.2313 -0.1114
C -2.6369 0.2392 2.3483 -0.3709
C -2.6472 -0.9899 3.2552 -0.0507
C -2.7876 1.5282 3.1540 -0.0615
N -1.5999 -1.7557 -0.8856 0.1533
N -0.2517 -1.6929 -0.8757 -0.0228
C 0.5257 -2.8512 -1.2440 -0.0879
C 0.6038 -3.2287 -2.5937 -0.1161
C -0.0976 -2.3970 -3.6685 -0.3758
C -0.6847 -3.2416 -4.7995 -0.0745
C 0.8242 -1.3156 -4.2192 -0.0483
C 1.3665 -4.3460 -2.9267 -0.0278
C 2.0114 -5.0865 -1.9362 -0.0590
C 1.8861 -4.7233 -0.5974 -0.0317
C 1.1375 -3.6050 -0.2325 -0.1173
C 0.9348 -3.2599 1.2463 -0.3696
C 2.2326 -2.8365 1.9201 -0.0569
C 0.2493 -4.3970 2.0071 -0.0637
C 0.2207 -0.3956 -0.5899 -0.2305
C 1.5533 -0.0214 -0.6022 -0.0064
C -2.2009 2.4790 -0.6039 -0.0106
C -2.3463 3.8119 -0.3103 0.0015
H -1.3433 7.3576 2.0279 0.0904
H -0.9622 5.8503 2.9315 0.0946
H 0.1230 6.4085 1.6038 0.0901
H 0.4945 4.2507 1.6082 0.1009
H 0.7301 1.8448 1.0375 0.0904
H -3.0523 -1.4213 -2.4403 0.0898
H -4.0600 0.6976 -3.3264 0.0776
H -4.2375 -0.6638 -4.4551 0.0800
H -5.6271 -0.1332 -3.4741 0.0770
H -4.4913 -3.2898 -1.7348 0.0863
H -5.8914 -2.5175 -2.5202 0.0752
H -4.5032 -3.0596 -3.4961 0.0793
H -6.5094 -0.5682 -1.3695 0.1157
H -7.0579 0.4160 0.8597 0.1055
H -5.2621 0.7872 2.5402 0.1146
H -1.6546 0.2766 1.8699 0.1106
H -2.4959 -1.9040 2.6676 0.0794
H -1.8428 -0.9236 3.9987 0.0827
H -3.6075 -1.0716 3.7814 0.0830
H -2.8760 2.3962 2.4901 0.0795
H -3.6729 1.4831 3.8019 0.0740
H -1.9053 1.6815 3.7899 0.0794
H -0.9392 -1.9118 -3.1551 0.1059
H -1.3323 -4.0324 -4.4034 0.0848
H -1.2892 -2.6059 -5.4574 0.0779
H 0.1068 -3.7019 -5.4035 0.0719
H 1.2206 -0.6866 -3.4149 0.0690
H 1.6731 -1.7739 -4.7446 0.0880
H 0.2786 -0.6792 -4.9251 0.0811
H 1.4531 -4.6375 -3.9747 0.1103
H 2.6206 -5.9471 -2.2120 0.1051
H 2.3620 -5.3147 0.1869 0.1138
H 0.2621 -2.3959 1.2631 0.1209
H 2.6427 -1.9479 1.4281 0.0553
H 2.0433 -2.5693 2.9661 0.0833
H 2.9757 -3.6442 1.8879 0.0803
H -0.7086 -4.6486 1.5377 0.0834
H 0.8748 -5.2978 2.0207 0.0747
H 0.0516 -4.0959 3.0420 0.0774
H 2.2727 -0.7616 -0.9438 0.0541
H 1.7569 1.0394 -0.5623 0.0433
H -2.9248 1.9770 -1.2477 0.1129
H -3.1825 4.3950 -0.6953 0.1207
```

The energy comes out at -59152.385 eV. Its LUMO energy is 0.007 hartree.